ORCA calculation (ωB97M-V/def2-TZVPD) on CH5FO2SSi as an isolated structure in a non-equilibrium geometry.

Last column: Mulliken charge in e.
Positions of all 11 atoms, in Å:
C (1.2697, -0.4855, -1.3665)  -0.59
O (-1.2745, -1.0154, 0.2601)  -0.24
O (-0.9216, 0.6371, 2.3585)  -0.41
F (-0.9015, 1.9146, -0.3781)  -0.57
Si (-0.4081, 0.1854, 0.8766)  0.31
S (1.5778, -0.0508, 0.3114)  0.04
H (0.8511, -1.5975, -1.2145)  0.27
H (2.2787, -0.4436, -1.8115)  0.27
H (0.5933, 0.2518, -1.8242)  0.29
H (-2.3232, -0.9650, 0.2334)  0.30
H (-0.7416, 1.5689, 2.5548)  0.33

## Properties
E_tot	-979.03747	Eh
<S²>	2.0060
HOMO energy (alpha / beta)	-4.42 / -11.12	eV
ΔE to the lowest compared entry with this formula, charge and spin	73.80	kcal per mole
charge	0
2S+1	3

---

ORCA calculation (ωB97M-V/def2-TZVPD) on C14H10ClF9OTi as an isolated structure in a non-equilibrium geometry.

Last column: Mulliken charge in e.
Positions of all 36 atoms, in Å:
C (0.9213, -1.5820, -0.2507)  -0.90
C (0.8423, -1.5493, -1.6738)  -0.81
C (-0.5199, -1.8921, -2.0475)  -0.44
H (1.7301, -1.4242, -2.2964)  0.72
C (-1.2998, -1.8644, -0.8710)  -1.29
C (-0.4005, -1.8043, 0.2252)  0.07
H (-0.6965, -2.0094, 1.2312)  0.95
H (1.8342, -1.5072, 0.3204)  0.67
H (-0.8675, -2.1478, -3.0383)  0.67
H (-2.3742, -1.8753, -0.7296)  0.45
Ti (0.4257, 0.4488, -0.8675)  0.76
Cl (2.4889, 1.0189, -0.4241)  -0.36
C (0.0862, 2.0992, -2.2385)  -0.66
C (-1.1346, 1.5077, -2.7140)  -0.49
C (-0.7880, 0.4276, -3.5797)  -0.36
H (-2.1035, 2.0069, -2.7396)  0.50
C (0.6144, 0.2752, -3.5727)  -0.54
C (1.1829, 1.3111, -2.7882)  -0.68
H (2.2164, 1.6304, -2.8640)  0.69
H (0.2033, 3.0986, -1.8009)  0.53
H (-1.4748, -0.1469, -4.2022)  0.48
H (1.1739, -0.4702, -4.1460)  0.55
F (0.1851, -2.0615, 2.9115)  -0.29
C (0.7440, -0.8062, 2.9390)  0.43
F (1.1169, -0.6357, 4.2348)  -0.23
F (1.8919, -0.8595, 2.2061)  -0.22
C (-0.1830, 0.3755, 2.3621)  0.43
O (-0.2430, 0.5881, 0.9775)  -0.30
C (-1.6411, 0.1118, 2.9377)  0.60
F (-1.5971, -0.2087, 4.2587)  -0.25
F (-2.4618, 1.1705, 2.7884)  -0.25
F (-2.2378, -0.9341, 2.2917)  -0.22
C (0.4377, 1.6436, 3.1161)  0.50
F (0.1167, 1.6285, 4.4376)  -0.23
F (1.7892, 1.6141, 2.9926)  -0.24
F (0.0220, 2.8223, 2.6143)  -0.25

## Properties
E_tot	-2823.16685	Eh
HOMO energy	-7.95	eV
charge	0